1.
21
Properties=species:S:1:pos:R:3:lowdin_spin:R:1 method="wB97M-V/def2-TZVPD" relative_energy_ev=1.564 spin_multiplicity=2 charge=+1 e_tot_ha=-497.4957
C -0.627 -1.005 1.044 0.08
O 0.293 0.094 0.675 0.56
H -0.517 -1.937 0.446 0.04
H -1.640 -0.619 1.031 0.02
H -0.323 -1.284 2.029 0.01
H -0.085 0.669 -0.073 0.00
H -1.746 2.131 -1.974 0.00
H -0.981 0.870 -1.963 0.00
O -1.479 1.400 -1.358 0.00
H -0.259 -0.461 -3.689 0.00
H 0.809 -0.973 -2.735 0.00
O 0.093 -0.279 -2.781 0.00
H 2.324 -1.769 -0.595 0.00
H 3.525 -2.179 -1.360 0.00
O 2.556 -1.961 -1.572 0.00
H -3.521 3.029 2.582 0.00
H -2.404 2.138 2.184 0.00
O -3.348 2.250 1.960 0.00
H 2.909 0.507 2.395 0.00
H 1.706 -0.239 1.667 -0.01
O 2.714 -0.385 2.087 0.30

***

2.
11
Properties=species:S:1:pos:R:3:nbo_charge:R:1 method="wB97M-V/def2-TZVPD" relative_energy_ev=2.845 smiles="C#CCC=C" charge=0 e_tot_ha=-193.9759
C 1.126 2.157 0.182 -0.24
C 0.714 1.085 -0.158 0.00
C 0.407 -0.257 -0.560 -0.54
C -0.312 -1.113 0.450 -0.20
C -1.646 -1.452 0.154 -0.40
H 1.347 3.115 0.501 0.22
H -0.108 -0.102 -1.518 0.25
H 1.385 -0.742 -0.932 0.25
H 0.196 -1.695 1.373 0.23
H -2.176 -2.331 0.706 0.21
H -2.376 -0.764 -0.539 0.21

***

3.
30
Properties=species:S:1:pos:R:3:nbo_charge:R:1 method="wB97M-V/def2-TZVPD" charge=-1 e_tot_ha=-1891.4771
C -2.071 0.464 -2.260 -0.42
N -1.509 -0.570 -1.346 -0.67
C -1.445 -0.050 0.062 -0.81
Ta 0.692 -0.301 0.941 2.22
O 2.754 -0.563 1.555 -1.05
C 1.496 0.714 -0.967 -1.09
C 1.303 2.278 -1.064 0.59
O 0.232 2.890 -1.203 -0.56
Cl 2.832 3.334 -0.897 -0.17
C 0.870 -2.412 -0.067 -1.03
C -0.413 -3.335 0.205 0.57
O -1.066 -3.885 -0.725 -0.58
Cl -1.028 -3.718 1.906 -0.11
P 0.527 1.891 2.303 0.61
N -1.015 2.233 2.742 -1.31
H -2.467 -0.075 -3.197 0.18
H -1.207 1.125 -2.627 0.20
H -2.921 1.086 -1.824 0.18
H -2.060 -1.440 -1.346 0.37
H -1.651 1.088 0.097 0.24
H -2.202 -0.533 0.777 0.22
H 0.063 -1.197 2.452 -0.39
H 3.273 -0.736 0.732 0.47
H 0.939 0.262 -1.873 0.29
H 2.604 0.438 -1.139 0.24
H 1.749 -2.951 0.455 0.26
H 1.104 -2.357 -1.180 0.26
H 1.276 1.732 3.513 -0.04
H 1.002 3.058 1.618 -0.03
H -1.660 1.528 2.356 0.35

***

4.
52
Properties=species:S:1:pos:R:3:nbo_charge:R:1 method="wB97M-V/def2-TZVPD" relative_energy_ev=1.272 charge=-1 e_tot_ha=-2520.2877
Ca -1.956 -0.480 1.440 1.76
O -2.474 1.751 0.388 -0.77
C -2.752 1.663 -1.005 -0.09
C -2.009 0.493 -1.668 -0.24
N -2.171 -0.743 -0.911 -0.51
C -3.525 -1.292 -1.039 -0.36
C -4.536 -0.589 -0.111 0.77
O -5.686 -0.426 -0.506 -0.68
O -4.060 -0.238 1.029 -0.89
C -1.182 -1.769 -1.239 -0.35
C -1.054 -2.806 -0.080 0.77
O -0.528 -3.883 -0.351 -0.69
O -1.492 -2.420 1.053 -0.88
H -3.122 1.130 0.802 0.48
H -2.423 2.594 -1.471 0.18
H -3.828 1.564 -1.172 0.19
H -0.945 0.734 -1.688 0.20
H -2.363 0.391 -2.706 0.17
H -3.502 -2.336 -0.722 0.23
H -3.893 -1.245 -2.071 0.19
H -0.198 -1.318 -1.363 0.22
H -1.423 -2.306 -2.165 0.19
N -3.204 -0.455 3.564 -0.88
C -2.501 0.429 4.495 -0.35
C -0.980 0.386 4.189 0.78
O -0.197 0.659 5.098 -0.70
O -0.703 0.073 2.986 -0.89
H -4.187 -0.240 3.476 0.38
H -3.112 -1.421 3.857 0.37
H -2.656 0.191 5.550 0.18
H -2.826 1.458 4.327 0.20
S 4.878 1.221 0.293 0.24
C 3.128 0.847 0.430 -0.14
C 2.710 -0.420 0.801 -0.20
C 1.347 -0.670 0.863 0.05
N 0.431 0.253 0.578 -0.46
C 0.842 1.477 0.274 0.06
C 2.181 1.828 0.181 -0.27
C 5.096 0.740 -1.419 -0.13
C 4.853 1.643 -2.444 -0.26
C 5.078 1.229 -3.749 0.04
N 5.516 0.015 -4.069 -0.42
C 5.734 -0.844 -3.079 0.04
C 5.542 -0.534 -1.739 -0.26
H 3.426 -1.195 1.036 0.22
H 0.974 -1.644 1.161 0.23
H 0.063 2.215 0.112 0.21
H 2.478 2.837 -0.072 0.22
H 4.498 2.641 -2.226 0.23
H 4.904 1.904 -4.580 0.19
H 6.081 -1.828 -3.373 0.19
H 5.730 -1.263 -0.963 0.23

***

5.
16
Properties=species:S:1:pos:R:3:nbo_charge:R:1 method="wB97M-V/def2-TZVPD" relative_energy_ev=4.807 charge=-1 e_tot_ha=-1125.8627
C -1.487 -0.596 0.972 -0.45
C -1.857 0.103 -1.278 -0.46
C 2.149 1.105 0.661 -0.72
N -1.311 0.517 0.082 -0.57
O 2.098 -1.838 0.489 -1.09
O 1.709 -0.321 -1.557 -1.11
P 1.681 -0.554 -0.080 2.03
Cl 3.840 0.908 0.153 -0.10
H -1.726 -1.539 0.367 0.16
H -0.609 -0.625 1.687 0.19
H -2.461 -0.479 1.613 0.12
H -2.934 -0.004 -1.228 0.15
H -1.691 0.939 -1.953 0.18
H -1.372 -0.780 -1.697 0.18
H 1.761 1.831 0.022 0.24
H 2.211 1.332 1.746 0.23

***

6.
14
Properties=species:S:1:pos:R:3:nbo_charge:R:1 method="wB97M-V/def2-TZVPD" relative_energy_ev=1.768 smiles="CC(=O)CCO" charge=0 e_tot_ha=-307.6475
C -1.201 -1.679 0.258 -0.76
C -0.048 -0.742 0.164 0.60
O 0.739 -0.909 1.087 -0.61
C 0.281 0.265 -0.897 -0.54
C 0.448 1.617 -0.183 -0.04
O 1.548 1.650 0.682 -0.72
H -1.845 -1.861 -0.627 0.23
H -0.464 -2.331 0.791 0.30
H -1.839 -1.412 1.100 0.25
H 1.245 -0.015 -1.341 0.25
H -0.471 0.320 -1.688 0.22
H -0.495 1.847 0.341 0.15
H 0.608 2.388 -0.937 0.19
H 1.494 0.863 1.249 0.49

***

7.
11
Properties=species:S:1:pos:R:3:nbo_charge:R:1 method="wB97M-V/def2-TZVPD" relative_energy_ev=1.455 smiles="C[C@@H]1CC1=O" charge=0 e_tot_ha=-231.1702
C 0.400 0.961 -0.927 -0.60
C -0.318 -0.341 -0.338 -0.34
C -0.789 -0.381 1.090 -0.56
C 0.589 -1.023 0.565 0.64
O 1.610 -1.554 0.831 -0.49
H 0.242 1.801 -0.254 0.21
H -0.075 1.183 -1.877 0.22
H 1.469 0.822 -1.084 0.22
H -0.836 -0.955 -1.065 0.24
H -0.641 0.470 1.739 0.22
H -1.653 -0.985 1.320 0.23

***

8.
6
Properties=species:S:1:pos:R:3:nbo_charge:R:1 method="wB97M-V/def2-TZVPD" relative_energy_ev=4.008 charge=0 e_tot_ha=-1088.8571
C 0.970 0.251 -0.043 -0.03
N -0.072 0.827 0.262 -0.08
O -1.507 -0.840 0.368 -0.54
Cl 2.695 0.761 -0.155 0.03
Cl -2.828 -0.223 -0.188 0.36
H 0.742 -0.777 -0.243 0.25

***

Copy entry 4 word for word.
52
Properties=species:S:1:pos:R:3:nbo_charge:R:1 method="wB97M-V/def2-TZVPD" relative_energy_ev=1.272 charge=-1 e_tot_ha=-2520.2877
Ca -1.956 -0.480 1.440 1.76
O -2.474 1.751 0.388 -0.77
C -2.752 1.663 -1.005 -0.09
C -2.009 0.493 -1.668 -0.24
N -2.171 -0.743 -0.911 -0.51
C -3.525 -1.292 -1.039 -0.36
C -4.536 -0.589 -0.111 0.77
O -5.686 -0.426 -0.506 -0.68
O -4.060 -0.238 1.029 -0.89
C -1.182 -1.769 -1.239 -0.35
C -1.054 -2.806 -0.080 0.77
O -0.528 -3.883 -0.351 -0.69
O -1.492 -2.420 1.053 -0.88
H -3.122 1.130 0.802 0.48
H -2.423 2.594 -1.471 0.18
H -3.828 1.564 -1.172 0.19
H -0.945 0.734 -1.688 0.20
H -2.363 0.391 -2.706 0.17
H -3.502 -2.336 -0.722 0.23
H -3.893 -1.245 -2.071 0.19
H -0.198 -1.318 -1.363 0.22
H -1.423 -2.306 -2.165 0.19
N -3.204 -0.455 3.564 -0.88
C -2.501 0.429 4.495 -0.35
C -0.980 0.386 4.189 0.78
O -0.197 0.659 5.098 -0.70
O -0.703 0.073 2.986 -0.89
H -4.187 -0.240 3.476 0.38
H -3.112 -1.421 3.857 0.37
H -2.656 0.191 5.550 0.18
H -2.826 1.458 4.327 0.20
S 4.878 1.221 0.293 0.24
C 3.128 0.847 0.430 -0.14
C 2.710 -0.420 0.801 -0.20
C 1.347 -0.670 0.863 0.05
N 0.431 0.253 0.578 -0.46
C 0.842 1.477 0.274 0.06
C 2.181 1.828 0.181 -0.27
C 5.096 0.740 -1.419 -0.13
C 4.853 1.643 -2.444 -0.26
C 5.078 1.229 -3.749 0.04
N 5.516 0.015 -4.069 -0.42
C 5.734 -0.844 -3.079 0.04
C 5.542 -0.534 -1.739 -0.26
H 3.426 -1.195 1.036 0.22
H 0.974 -1.644 1.161 0.23
H 0.063 2.215 0.112 0.21
H 2.478 2.837 -0.072 0.22
H 4.498 2.641 -2.226 0.23
H 4.904 1.904 -4.580 0.19
H 6.081 -1.828 -3.373 0.19
H 5.730 -1.263 -0.963 0.23